(1)
13
Properties=species:S:1:pos:R:3 method="wB97M-V/def2-TZVPD" homo_lumo_gap_ev=8.4997 total_energy_ev=-27857.4108 e_above_lowest_kj_mol=162.7 lumo_ev=-0.2 homo_energy_ev=-8.747 max_force_ev_per_a=1.1
C 0.4361 -1.7233 -0.8279
C 1.5178 -0.7150 -0.5049
S 3.0924 -1.0918 -0.4511
S 1.0468 0.9502 -0.1964
C -0.7241 0.9602 -0.3975
N -1.5545 1.4081 0.4755
N -1.0986 1.9422 1.6391
H -0.3558 -1.7146 -0.0699
H -0.0350 -1.4655 -1.7881
H 0.8328 -2.7096 -0.8657
H -1.1521 0.5929 -1.3438
H -1.8102 1.9569 2.3354
H -0.1956 1.6095 1.9953

---

(2)
13
Properties=species:S:1:pos:R:3 method="wB97M-V/def2-TZVPD" homo_lumo_gap_ev=8.3845 total_energy_ev=-27853.8959 e_above_lowest_kj_mol=501.8 lumo_ev=0.0 homo_energy_ev=-8.388 max_force_ev_per_a=4.9
C 1.6154 -1.6825 0.1020
N 2.4395 -0.6963 0.0780
S 1.6607 0.8022 -0.1219
C -0.1208 0.6264 0.1422
C -0.8551 1.8670 0.0938
N -0.7846 -0.5300 -0.0294
S -2.4536 -0.5631 0.0003
H 0.4248 -1.7542 -0.4349
H 2.0708 -2.6951 0.3436
H -0.2204 2.6432 -0.5667
H -1.9298 1.6378 -0.4663
H -1.0432 2.1068 1.2379
H -2.0382 -2.0459 -0.5371

---

(3)
14
Properties=species:S:1:pos:R:3 method="wB97M-V/def2-TZVPD" homo_lumo_gap_ev=8.3245 total_energy_ev=-38691.0155 e_above_lowest_kj_mol=341.1 lumo_ev=0.0 homo_energy_ev=-8.275 max_force_ev_per_a=4.1
C 0.2994 0.3699 2.0618
C -0.2726 0.2342 0.6723
N 0.1875 -0.6943 -0.1435
N -0.2162 -0.8620 -1.3900
S -1.3308 0.2160 -2.2173
C 0.2673 -1.8690 -2.1660
S 1.2103 -3.1589 -1.7262
S -0.1250 -1.7792 -4.0583
H 0.8151 -0.6355 2.4424
H -0.3811 0.8168 2.7407
H 1.1107 1.0553 1.9128
H -0.8867 1.1592 0.4848
H -0.3252 0.9688 -2.7870
H 0.5523 -3.0628 -4.3987

---

(4)
12
Properties=species:S:1:pos:R:3 method="wB97M-V/def2-TZVPD" charge=+1 homo_lumo_gap_ev="6.3579 / 10.2332" total_energy_ev=-7664.9067 e_above_lowest_kj_mol=216.6 lumo_ev="-4.9 / -5.7" s_squared=2.008 multiplicity=3 homo_energy_ev="-11.225 / -15.956" max_force_ev_per_a=5.0
C -1.5320 1.5833 0.0344
C -0.9674 -0.7706 0.1481
C 0.5537 -0.7512 -0.0483
N -1.5171 0.4402 -0.0284
N 2.1823 0.9874 0.0446
N 1.0215 0.6324 0.1879
H -1.6897 2.5615 -0.0034
H -1.3512 -1.2896 -0.7608
H -1.4177 -1.3093 1.1478
H 0.9283 -1.4145 0.7081
H 0.8912 -1.0366 -1.1207
H 2.8981 0.3669 -0.3093